Record 1
27
Properties=species:S:1:pos:R:3:forces:R:3 method="wB97M-V/def2-TZVPD" charge=+1 orbital_gap_ev="7.8 / 7.8" e_homo_ev="-14.425 / -14.425" e_lumo_ha="-0.2448 / -0.2448" energy_ev=-80386.79957 e_above_lowest_kj_mol=77.54
V 0.080093 -0.792241 0.355069 1.37 -1.27 1.19
O -3.356823 0.728214 -0.720748 -0.77 -0.25 -0.07
C -2.212586 0.562347 -0.565029 1.11 -0.33 0.17
O -1.602204 -0.656650 -0.158615 -0.34 1.10 -0.09
C -1.129437 1.579433 -0.724909 -0.58 1.70 -0.65
C -1.252551 2.891548 -1.203279 -0.80 -0.58 0.07
C -0.113922 3.685629 -1.229926 0.50 0.04 -0.58
C 1.124228 3.148187 -0.845358 0.59 0.44 0.42
C 1.139598 1.833318 -0.410699 0.99 1.17 0.34
N 0.046716 1.151728 -0.339653 -1.67 -2.06 -0.28
C 2.240437 1.028887 0.205600 0.15 0.15 -0.20
O 3.312928 1.408883 0.490769 0.80 0.30 0.09
O 1.796995 -0.238369 0.452406 -0.80 -0.45 -0.22
H -2.221301 3.281152 -1.549907 0.51 -0.31 0.28
H -0.205451 4.692667 -1.652975 0.24 -0.34 0.44
H 2.071524 3.712289 -0.776492 -0.74 -0.20 -0.34
Cl 0.402123 -2.998950 -2.029455 0.33 0.67 -0.60
C 0.153331 -4.201603 -0.794480 0.90 -1.16 -0.46
Cl -1.523491 -4.534796 -0.584775 -1.08 -0.35 0.10
C 0.660684 -3.765405 0.545771 -0.54 0.03 0.45
O 1.158164 -4.436851 1.369834 0.52 -0.27 0.14
O 0.247414 -2.488820 0.780363 0.14 1.80 -0.15
H 0.684734 -5.117080 -1.085789 -0.21 0.31 0.04
F -1.011320 0.911426 2.338176 0.57 0.33 -0.29
C -0.280401 -0.215657 2.305160 -0.54 -0.30 1.98
F 0.737115 -0.150984 3.203939 -0.65 0.21 -1.63
H -0.946596 -1.018309 2.625013 0.02 -0.39 -0.17

Record 2
101
Properties=species:S:1:pos:R:3:forces:R:3 method="wB97M-V/def2-TZVPD" charge=+1 orbital_gap_ev=4.9 e_homo_ev=-9.683 e_lumo_ha=-0.1755 energy_ev=-71259.12155
C 4.887579 0.140588 -3.462410 -0.15 0.04 0.05
C 4.327480 1.167024 -2.692276 0.03 -0.16 -0.07
C 2.955806 1.191851 -2.454531 -0.14 -0.37 -0.22
C 2.110590 0.192693 -2.990335 1.06 0.07 0.55
C 0.655721 0.244453 -2.825455 -0.85 0.66 -1.06
C -0.086527 1.329546 -3.257962 0.24 -1.11 0.36
N -1.466489 1.275584 -3.391992 0.07 0.31 0.46
C -2.116675 -0.013399 -3.163746 -0.23 -0.08 -0.19
C -3.630751 0.108565 -2.991245 0.00 0.08 0.23
C -4.300880 0.974714 -4.051174 -0.08 -0.06 -0.02
C -3.571656 2.302042 -4.205245 0.08 0.00 0.01
C -2.084101 2.088751 -4.452096 -0.14 0.02 -0.24
C 0.549412 2.645450 -3.580932 -0.04 0.39 -0.33
C 1.495272 2.745671 -4.613363 -0.25 0.00 0.20
C 2.073499 3.974352 -4.923009 -0.10 0.06 0.21
C 1.720520 5.114047 -4.192272 -0.06 -0.13 -0.01
C 0.756809 5.029635 -3.181698 0.03 -0.12 -0.04
C 0.152725 3.806382 -2.890049 0.41 -0.32 -0.14
C 2.704520 -0.878145 -3.697038 -0.35 0.51 0.19
C 4.069395 -0.878978 -3.965866 0.15 0.07 0.22
H 5.960128 0.133937 -3.660252 -0.31 -0.01 0.01
H 4.956845 1.959731 -2.280865 -0.15 -0.28 -0.15
H 2.517097 1.998158 -1.858907 0.17 -0.20 -0.24
H 0.163376 -0.708766 -2.619961 0.15 0.30 -0.34
H -1.899673 -0.695677 -4.008894 0.10 0.12 0.19
H -1.718763 -0.470600 -2.248637 -0.03 0.16 -0.25
H -4.056002 -0.902951 -2.998228 0.07 0.17 0.04
H -3.835786 0.525535 -1.997796 0.04 0.01 -0.15
H -4.308362 0.441240 -5.010232 0.00 0.10 0.06
H -5.341781 1.156185 -3.765729 0.07 -0.10 -0.12
H -3.979762 2.874646 -5.045627 0.03 -0.07 0.13
H -3.703565 2.912203 -3.300995 0.04 -0.09 -0.09
H -1.598107 3.066827 -4.524701 0.01 -0.39 0.07
H -1.941880 1.578050 -5.424458 -0.04 0.11 0.18
H 1.775710 1.844192 -5.163259 -0.07 0.32 0.15
H 2.808192 4.033914 -5.727632 -0.22 0.04 0.25
H 2.191091 6.071858 -4.418296 -0.16 -0.27 0.06
H 0.468850 5.915249 -2.611967 0.11 -0.22 -0.24
H -0.620004 3.738803 -2.117984 0.26 0.04 -0.25
H 2.054755 -1.675181 -4.068207 0.26 0.23 0.02
H 4.498446 -1.680438 -4.570830 -0.09 0.23 0.23
F -6.723492 -1.343382 0.722503 0.70 0.97 0.17
C -5.916370 -0.255986 0.825796 -0.28 0.30 -1.45
F -4.863146 -0.433058 -0.047489 -1.03 -0.02 0.56
F -6.612213 0.843501 0.385537 0.53 -1.27 0.31
C -5.374313 -0.025666 2.204566 0.60 0.61 0.26
N -4.534516 1.189938 2.164711 -0.48 -0.80 -0.21
C -4.879980 2.175236 3.126213 -0.75 0.82 0.67
C -4.583539 1.966986 4.481087 -0.11 0.25 -0.45
C -5.107580 2.832305 5.438067 0.04 0.12 -0.09
C -5.920778 3.902129 5.044797 0.05 -0.14 -0.12
C -6.221740 4.101724 3.691682 0.12 0.04 0.21
C -5.697454 3.246148 2.728670 0.43 -0.44 0.19
C -3.190772 0.989621 1.819694 0.27 0.01 -0.40
C -2.649698 1.727606 0.747017 -0.08 -0.08 0.32
C -1.442783 1.345329 0.208659 0.44 -0.05 0.08
C -0.660312 0.302318 0.796089 -0.74 0.29 0.16
C 0.542397 -0.093943 0.147049 1.02 0.09 1.65
C 1.424724 -1.111781 0.608695 -0.54 -0.28 -0.75
C 2.791402 -1.045809 0.223100 0.30 0.09 -0.11
C 3.737476 -1.879237 0.763201 -0.23 0.05 -0.24
C 3.371406 -2.841442 1.732143 0.32 0.21 0.04
N 4.334386 -3.666904 2.270647 0.41 0.65 -1.16
C 5.448980 -4.098518 1.414193 -0.19 0.32 0.32
C 4.983251 -5.327141 0.689237 -1.15 -1.53 -0.37
F 5.896198 -5.897465 -0.135070 -0.71 0.71 0.82
F 4.581565 -6.276728 1.602226 0.50 0.74 -1.03
F 3.869538 -5.020722 -0.061403 1.03 -0.39 0.45
C 4.457559 -3.942193 3.644846 0.11 -0.85 1.56
C 3.524661 -4.742182 4.325844 0.48 0.11 -0.16
C 3.800507 -5.165783 5.625979 0.05 0.34 0.09
C 4.953444 -4.725787 6.284151 0.02 0.04 -0.17
C 5.865283 -3.895795 5.619824 -0.18 -0.10 0.01
C 5.632726 -3.525944 4.300257 -0.59 -0.04 -0.23
C 2.017838 -2.948368 2.111857 -0.57 0.24 -0.08
C 1.057182 -2.193051 1.469053 0.31 0.17 0.62
C -1.128104 -0.223214 2.040465 -0.07 -0.38 -0.25
C -2.409532 0.035828 2.485511 0.30 0.14 -0.22
H -6.207407 0.148176 2.888945 0.16 -0.24 -0.02
H -4.767576 -0.894271 2.483153 -0.43 -0.08 0.10
H -3.958970 1.113557 4.752506 -0.21 0.26 0.09
H -4.884984 2.655957 6.490947 -0.10 0.15 -0.27
H -6.326089 4.578571 5.798685 0.09 -0.22 -0.23
H -6.876131 4.917697 3.383557 0.21 -0.18 0.15
H -5.908087 3.358662 1.663894 -0.07 0.00 0.34
H -3.236995 2.553446 0.340629 0.16 -0.38 -0.04
H -1.060173 1.840132 -0.685504 -0.15 -0.20 0.12
H 0.937907 0.602712 -0.593641 -0.17 -0.35 0.05
H 3.100044 -0.284563 -0.491375 -0.06 -0.10 0.19
H 4.784819 -1.762843 0.487568 -0.44 0.09 -0.02
H 5.703894 -3.346837 0.668144 0.27 -0.20 0.17
H 6.301942 -4.356763 2.041183 0.00 0.08 -0.26
H 2.621762 -5.066803 3.809302 0.39 -0.18 0.22
H 3.108154 -5.847798 6.119900 0.17 0.25 -0.06
H 5.148993 -5.031936 7.313687 -0.06 0.05 -0.36
H 6.767278 -3.540032 6.118540 -0.27 -0.16 -0.07
H 6.343050 -2.911170 3.741825 -0.14 -0.14 0.32
H 1.738323 -3.654361 2.890101 -0.06 0.11 -0.52
H 0.007679 -2.413257 1.655842 0.33 0.02 -0.10
H -0.489590 -0.847341 2.661397 -0.14 0.23 -0.24
H -2.815104 -0.467213 3.367480 0.29 0.22 -0.25

Record 3
12
Properties=species:S:1:pos:R:3:forces:R:3 method="wB97M-V/def2-TZVPD" orbital_gap_ev=8.7 e_homo_ev=-8.269 e_lumo_ha=0.0161 energy_ev=-14072.50334 e_above_lowest_kj_mol=329.81
C -0.458151 -1.143465 0.231485 -0.88 0.77 2.82
C -0.351841 1.397119 0.231357 -0.78 1.59 -1.30
C 0.210918 0.114110 -0.270542 0.98 -1.83 -3.15
S 1.981433 0.040898 -0.194012 0.59 -2.37 1.03
H -1.386783 -0.718445 0.695692 0.32 -1.00 -0.41
H -0.712479 -1.808414 -0.541703 -0.27 -0.87 -0.83
H 0.043280 -1.728406 1.094944 -0.34 1.15 -1.41
H -0.089851 1.798641 1.259883 -0.45 -1.30 -0.90
H -1.442460 1.451651 -0.056119 0.98 -0.05 0.91
H 0.097955 2.130629 -0.427777 0.06 0.62 -0.08
H 0.231141 -0.142866 -2.000635 -1.02 1.12 3.65
H 1.876842 -1.391455 -0.022572 0.81 2.18 -0.33

Record 4
55
Properties=species:S:1:pos:R:3:forces:R:3 method="wB97M-V/def2-TZVPD" orbital_gap_ev="6.1 / 6.0" e_homo_ev="-7.332 / -7.341" e_lumo_ha="-0.0460 / -0.0485" energy_ev=-66102.66685 e_above_lowest_kj_mol=34.02
W 0.129358 0.074881 -0.009977 -0.13 -1.10 -1.00
O -3.464300 -1.271004 -1.717577 0.10 0.03 0.02
C -2.505450 -0.631861 -1.328977 -0.19 0.11 -0.03
N -1.365795 -1.139742 -0.788707 0.28 0.22 0.27
C -1.335133 -2.581548 -0.660124 0.01 -0.10 0.05
C -0.099585 -2.978816 0.087581 0.01 -0.13 0.01
C 0.217597 -4.305417 0.350880 0.01 0.09 0.00
C 1.371163 -4.601638 1.049339 -0.02 0.02 -0.01
C 2.188519 -3.558642 1.471391 -0.01 0.04 -0.01
C 1.818154 -2.265855 1.182727 -0.02 0.01 -0.01
N 0.690853 -1.981198 0.501776 -0.07 0.50 -0.08
C -2.464387 0.867029 -1.385052 -0.03 0.05 0.01
C -3.501888 1.611108 -1.903174 0.13 0.00 0.03
C -3.382407 2.992935 -1.908525 0.05 0.01 0.03
C -2.228831 3.565743 -1.397737 0.03 -0.03 0.03
C -1.232446 2.754681 -0.884111 -0.10 0.01 -0.01
N -1.351244 1.420131 -0.874326 0.07 -0.01 0.29
H -1.348744 -3.062314 -1.644657 -0.01 0.01 0.04
H -2.222928 -2.942895 -0.128198 0.03 0.02 -0.04
H -0.448337 -5.081991 0.001120 0.00 -0.03 0.00
H 1.634721 -5.627970 1.264072 0.00 -0.01 0.00
H 3.102242 -3.736684 2.019329 0.00 -0.03 0.00
H 2.409489 -1.412674 1.489436 0.00 -0.05 0.00
H -4.369224 1.089225 -2.279966 -0.01 0.00 -0.02
H -4.175222 3.613624 -2.301270 -0.02 0.01 -0.01
H -2.088518 4.636462 -1.376225 -0.03 0.02 -0.01
H -0.325708 3.159901 -0.457378 -0.03 0.00 -0.02
S 1.532792 1.640022 1.061269 0.02 0.33 0.04
C 2.838914 2.084452 -0.000760 -0.16 -0.23 -0.15
C 3.728552 3.100349 0.450810 0.10 0.07 0.02
N 4.426998 3.923697 0.846731 0.02 0.04 0.01
C 2.989594 1.446694 -1.194055 0.03 0.15 0.13
S 1.915630 0.195638 -1.663917 -0.26 -0.05 0.57
C 4.072924 1.755445 -2.073831 0.04 0.03 -0.05
N 4.932710 1.999522 -2.796289 0.03 0.00 -0.03
C -1.882432 -1.277015 2.677043 0.02 0.06 0.09
Si -0.850427 0.283659 2.372824 0.20 -0.01 -0.05
C 0.340820 0.467867 3.823368 -0.14 -0.07 0.02
C -2.034464 1.754614 2.398142 0.17 0.11 -0.01
C -1.519666 3.045981 2.570729 0.03 -0.02 0.04
C -2.330597 4.167215 2.495425 -0.04 0.02 -0.01
C -3.686875 4.025182 2.230882 0.02 0.04 0.01
C -4.218838 2.757970 2.052955 -0.04 0.01 -0.02
C -3.399494 1.639874 2.139012 -0.05 -0.09 -0.08
H -2.395679 -1.199026 3.639422 -0.02 0.00 0.00
H -1.246259 -2.163608 2.719130 0.05 -0.02 -0.02
H -2.639474 -1.445810 1.909795 -0.02 0.02 -0.05
H -0.217238 0.514312 4.761270 -0.03 -0.02 0.01
H 0.949223 1.366776 3.749704 0.00 0.05 0.01
H 1.024817 -0.381744 3.883072 0.00 -0.04 -0.03
H -0.461823 3.180939 2.769637 0.00 -0.01 0.01
H -1.905974 5.151827 2.645338 0.00 0.02 0.00
H -4.324810 4.897607 2.173104 -0.01 0.01 0.00
H -5.276053 2.637658 1.852151 -0.02 -0.01 0.00
H -3.843603 0.660372 1.997728 0.00 -0.03 0.00

Record 5
13
Properties=species:S:1:pos:R:3:forces:R:3 method="wB97M-V/def2-TZVPD" charge=-1 multiplicity=2 orbital_gap_ev="2.8 / 7.3" e_homo_ev="0.970 / -3.481" e_lumo_ha="0.1377 / 0.1400" energy_ev=-24909.41583 e_above_lowest_kj_mol=209.08
C -1.203783 -0.105547 2.603735 1.82 -0.20 -1.49
C -1.485088 -0.374188 1.082082 -0.04 0.85 1.39
S -0.450207 0.658093 -0.013541 -1.74 2.40 0.78
S 0.851990 -0.660763 -0.807503 2.35 -2.25 -1.92
C 1.869009 0.441577 -2.009667 -0.39 -0.40 1.26
H -0.132279 -0.367194 2.744604 -0.67 -0.86 0.30
H -1.078208 0.932258 2.907889 -1.20 0.29 -0.20
H -1.931053 -0.716910 3.131023 0.26 0.21 0.69
H -2.507854 -0.043434 0.896197 0.01 -0.16 -0.31
H -1.444196 -1.464282 1.004486 0.30 0.08 -0.75
H 2.546627 0.991018 -1.353106 -0.08 0.29 -0.22
H 1.294435 1.109453 -2.664201 -0.17 -0.21 0.27
H 2.482869 -0.250651 -2.598874 -0.44 -0.03 0.21

Record 6
14
Properties=species:S:1:pos:R:3:forces:R:3 method="wB97M-V/def2-TZVPD" orbital_gap_ev=9.5 e_homo_ev=-8.442 e_lumo_ha=0.0378 energy_ev=-8834.00830 smiles=Cc1cc(N)co1 e_above_lowest_kj_mol=211.74
C -1.609772 -1.757869 0.677276 0.44 0.08 0.08
C -0.402323 -0.878815 0.349160 -0.01 0.80 -0.39
C -0.509396 0.318827 -0.308417 -0.23 0.20 0.08
C 0.769359 0.945943 -0.299420 0.58 0.14 0.16
N 1.331122 2.135736 -0.821871 -0.18 0.39 -0.33
C 1.696329 0.204302 0.320703 -1.98 -3.68 0.07
O 0.861509 -1.125232 0.734457 1.36 2.01 -0.67
H -1.403907 -2.832307 0.684318 0.21 0.22 -0.04
H -2.408346 -1.574805 -0.060789 0.48 0.03 0.19
H -2.036129 -1.499845 1.656268 0.27 -0.02 -0.14
H -1.421982 0.723807 -0.715981 -0.01 0.03 0.04
H 1.123349 2.976749 -0.309090 -0.17 0.04 -0.18
H 1.294229 2.240670 -1.821030 -0.32 0.18 -0.05
H 2.715959 0.122840 -0.085585 -0.42 -0.42 1.17